Entry from the Open Molecules 2025 dataset: a molecular structure, C33H46ClF3O4OsP4S at a distorted geometry (ωB97M-V/def2-TZVPD).

Each line ends with the Löwdin spin population.
Cartesian coordinates (Å):
P -1.882 -2.132 0.430  0.424
C -3.653 -2.010 0.428  0.050
C -4.424 -2.747 -0.487  0.034
H -3.910 -3.331 -1.248  0.001
C -5.812 -2.751 -0.379  0.000
H -6.388 -3.340 -1.088  0.000
C -6.437 -2.008 0.625  0.029
H -7.519 -2.023 0.707  0.001
C -5.680 -1.237 1.531  -0.003
H -6.180 -0.654 2.318  -0.001
C -4.285 -1.221 1.424  0.022
H -3.677 -0.615 2.122  0.002
C -1.314 -2.756 -1.128  0.034
C -1.749 -2.112 -2.314  0.037
H -2.543 -1.350 -2.279  0.001
C -1.208 -2.488 -3.555  -0.005
H -1.534 -1.969 -4.475  -0.001
C -0.279 -3.540 -3.609  0.042
H 0.126 -3.849 -4.577  0.002
C 0.125 -4.206 -2.446  -0.003
H 0.823 -5.042 -2.491  -0.001
C -0.377 -3.804 -1.206  0.037
H -0.099 -4.335 -0.299  0.002
C -1.342 -3.204 1.759  0.061
C -2.063 -4.379 2.027  0.020
H -2.930 -4.588 1.413  0.001
C -1.648 -5.243 3.036  0.004
H -2.207 -6.156 3.196  0.001
C -0.539 -4.919 3.819  0.006
H -0.228 -5.591 4.616  0.000
C 0.183 -3.729 3.596  -0.001
H 1.054 -3.465 4.226  0.000
C -0.215 -2.873 2.553  0.010
H 0.352 -1.935 2.380  0.002
Os 0.035 1.762 0.434  1.788
C 1.979 1.544 -0.502  0.037
C 2.287 0.296 -0.948  0.063
H 2.712 2.352 -0.647  0.007
C 1.241 -0.786 -0.619  0.032
O 1.854 -1.768 0.338  0.016
H 1.143 -2.438 0.490  0.001
C 0.198 -0.037 0.048  0.235
H 0.790 -1.252 -1.557  0.004
C -0.924 0.232 0.678  0.284
Cl -1.818 2.863 1.388  0.240
P 1.239 1.962 2.588  0.104
P -0.878 2.563 -1.651  0.104
C 0.644 3.210 3.772  0.019
H -0.348 3.551 3.454  0.004
H 1.328 4.066 3.792  0.000
H 0.581 2.742 4.763  0.002
C 1.012 0.384 3.473  0.020
H 1.717 -0.356 3.070  0.000
H -0.018 0.035 3.324  0.001
H 1.197 0.537 4.546  0.002
C 3.031 2.171 2.480  0.010
H 3.262 3.185 2.133  0.000
H 3.439 1.441 1.775  0.000
H 3.478 2.009 3.469  0.002
C -1.433 4.289 -1.683  0.019
H -0.585 4.949 -1.890  0.000
H -1.849 4.540 -0.701  0.003
H -2.201 4.404 -2.456  0.003
C 0.213 2.439 -3.098  0.010
H 0.572 1.410 -3.205  0.000
H 1.074 3.098 -2.947  0.000
H -0.322 2.732 -4.010  0.002
C -2.360 1.587 -2.055  0.018
H -2.888 1.336 -1.127  0.001
H -2.056 0.666 -2.570  0.001
H -3.010 2.188 -2.708  0.002
P 3.791 -0.303 -1.795  0.007
C 4.679 1.123 -2.340  0.002
C 3.209 -1.322 -3.128  0.002
H 4.877 1.799 -1.500  0.001
H 4.111 1.650 -3.116  0.000
H 5.624 0.762 -2.759  0.000
H 2.551 -2.121 -2.774  0.000
H 4.081 -1.769 -3.610  0.000
H 2.669 -0.718 -3.863  0.000
C 4.682 -1.284 -0.608  0.003
H 5.062 -0.646 0.200  0.000
H 5.522 -1.759 -1.128  0.001
H 4.013 -2.041 -0.179  0.000
H -1.721 0.583 1.295  0.021
F 1.677 7.785 0.528  0.002
C 1.297 6.685 -0.152  0.007
F 0.079 6.909 -0.710  0.001
F 2.187 6.430 -1.139  0.000
S 1.204 5.211 0.996  0.011
O 2.518 5.141 1.605  0.003
O 0.076 5.513 1.860  0.000
O 0.943 4.068 0.054  0.098

## Properties
Relative energy (zero: lowest compared OMol25 entry of this formula, charge and spin): 0.00 kcal/mol
Calculated total energy: -4199.38708 Eh
Net charge: +2
Kohn-Sham gap (alpha / beta): 5.601 / 5.972 eV
Spin multiplicity: 5
Highest occupied orbital energy (alpha / beta): -10.75 / -13.77 eV
Lowest unoccupied orbital energy (alpha / beta): -5.15 / -7.80 eV

=====

Entry from the Open Molecules 2025 dataset: 2 unconnected molecules or ions with the total composition C5H14N3 at a distorted geometry (ωB97M-V/def2-TZVPD).

Each line ends with the Löwdin spin population.
Cartesian coordinates (Å):
C 0.144 -0.886 -1.955  0.251
C -0.756 -1.910 -2.076  0.428
C -0.710 0.691 -3.421  0.055
N -0.191 0.440 -2.280  0.193
H 1.197 -0.956 -1.703  0.004
H -1.760 -1.813 -2.480  0.016
H -0.485 -2.907 -1.747  0.016
H -0.939 1.712 -3.712  0.000
H -1.048 -0.110 -4.081  0.006
C 0.687 0.116 2.534  0.002
N -0.237 -0.532 3.452  0.009
C -0.078 0.437 1.247  0.008
N 0.669 1.415 0.371  0.005
H 1.588 -0.454 2.303  0.000
H 1.004 1.041 3.029  0.001
H -0.061 -1.530 3.482  0.000
H -0.170 -0.181 4.400  0.000
H -1.032 0.902 1.499  0.000
H -0.307 -0.436 0.631  0.004
H 0.322 1.387 -0.621  0.002
H 0.489 2.340 0.768  0.000
H 1.675 1.234 0.360  0.000

## Properties
Relative energy (zero: lowest compared OMol25 entry of this formula, charge and spin): 77.93 kcal/mol
Calculated total energy: -362.41061 Eh
Net charge: +2
Kohn-Sham gap (alpha / beta): 7.142 / 3.297 eV
Spin multiplicity: 2
Highest occupied orbital energy (alpha / beta): -16.19 / -16.10 eV
Lowest unoccupied orbital energy (alpha / beta): -9.05 / -12.81 eV

=====

Entry from the Open Molecules 2025 dataset: a gas-phase ion, C4H9N2O (charge +1) at a distorted geometry (ωB97M-V/def2-TZVPD).

Each line ends with the Mulliken charge.
Cartesian coordinates (Å):
C -0.120 0.488 -0.009  0.272
C 0.403 -1.685 0.276  -0.460
C 0.875 -0.815 1.486  -0.539
C -0.803 1.581 -0.761  -0.431
N -0.316 -0.705 -0.455  -0.048
N 0.626 0.594 1.101  -0.119
O -0.791 1.065 -2.106  -0.529
H 1.309 -1.984 -0.341  0.289
H -0.157 -2.612 0.577  0.315
H 0.387 -1.268 2.298  0.303
H 1.846 -1.105 1.688  0.375
H -0.474 2.609 -0.647  0.395
H -1.915 1.599 -0.488  0.269
H -0.721 -0.900 -1.425  0.346
H 1.066 1.424 1.414  0.247
H -1.213 1.715 -2.609  0.315

## Properties
Relative energy (zero: lowest compared OMol25 entry of this formula, charge and spin): 37.13 kcal/mol
Calculated total energy: -342.29810 Eh
Net charge: +1
Kohn-Sham gap: 11.065 eV
Highest occupied orbital energy: -14.50 eV
Lowest unoccupied orbital energy: -3.44 eV

=====

Entry from the Open Molecules 2025 dataset: a single C4H6N2O molecule at a distorted geometry (ωB97M-V/def2-TZVPD).

Each line ends with the Mulliken charge.
Cartesian coordinates (Å):
C -2.272 0.435 0.080  -0.600
O -1.363 -0.648 0.217  -0.377
C -0.065 -0.339 0.094  0.689
N 0.376 0.894 -0.109  -0.685
N 1.702 0.724 -0.164  0.114
C 2.093 -0.577 0.077  -0.329
C 0.957 -1.317 0.160  -0.465
H -3.268 -0.001 0.186  0.221
H -2.103 1.191 0.856  0.282
H -2.168 0.911 -0.902  0.290
H 2.302 1.543 -0.171  0.232
H 2.961 -0.436 -0.602  0.257
H 0.848 -2.378 0.277  0.370

## Properties
Relative energy (zero: lowest compared OMol25 entry of this formula, charge and spin): 60.45 kcal/mol
Calculated total energy: -340.69858 Eh
Net charge: 0
Kohn-Sham gap: 9.818 eV
Highest occupied orbital energy: -8.72 eV
Lowest unoccupied orbital energy: 1.10 eV

=====

Entry from the Open Molecules 2025 dataset: a single C3H4OS3 molecule at a distorted geometry (ωB97M-V/def2-TZVPD).

Each line ends with the Mulliken charge.
Cartesian coordinates (Å):
C 1.049 -0.960 0.337  0.487
C 0.152 1.821 -0.110  -0.559
C -1.722 -0.047 0.387  -0.616
H -0.079 2.023 0.963  0.298
H 0.474 2.759 -0.565  0.334
H -2.746 -0.508 0.196  0.290
H -1.822 0.421 1.377  0.381
O 1.931 -1.770 0.388  -0.478
S 1.499 0.644 -0.146  -0.069
S -1.366 1.156 -0.914  -0.010
S -0.643 -1.513 0.513  -0.056

## Properties
Relative energy (zero: lowest compared OMol25 entry of this formula, charge and spin): 1.73 kcal/mol
Calculated total energy: -1386.50221 Eh
Net charge: 0
Kohn-Sham gap: 9.846 eV
Highest occupied orbital energy: -9.42 eV
Lowest unoccupied orbital energy: 0.43 eV

=====

Entry from the Open Molecules 2025 dataset: 7 unconnected molecules or ions with the total composition C17H48N14O9P at a distorted geometry (ωB97M-V/def2-TZVPD).

Each line ends with the Mulliken charge.
Cartesian coordinates (Å):
C -4.830 -1.741 -0.270  -1.014
C -3.204 -1.796 -0.547  0.338
O -2.785 -2.808 -1.529  -0.420
P -1.290 -3.594 -1.059  0.849
O -1.173 -4.890 -2.011  -0.740
C 0.281 -2.546 -1.326  -0.663
C 1.216 -2.329 0.001  -0.706
C 0.748 -1.120 1.000  0.014
C 2.070 -0.967 1.989  -0.181
N 1.917 -1.262 3.471  -0.737
C 2.734 0.528 1.863  -0.750
C 1.580 1.212 0.910  -0.046
N 0.609 0.296 0.489  0.346
C -0.433 0.976 -0.375  -0.480
O -1.516 -4.202 0.556  -0.277
C -2.629 -5.160 0.621  -0.247
C -3.793 -4.808 1.720  -0.876
H -5.483 -1.793 -1.251  0.270
H -5.037 -0.655 0.182  0.307
H -5.189 -2.492 0.572  0.205
H -2.920 -0.742 -1.012  0.041
H -2.681 -1.868 0.497  0.120
H 0.035 -1.516 -1.877  0.340
H 0.955 -3.144 -2.109  0.379
H 2.341 -2.237 -0.326  0.501
H 1.143 -3.337 0.632  0.257
H -0.173 -1.271 1.705  0.249
H 2.970 -1.691 1.689  0.334
H 2.772 -0.850 3.917  0.307
H 2.036 -2.314 3.541  0.329
H 3.704 0.579 1.170  0.310
H 3.093 1.081 2.832  0.411
H 1.637 2.355 0.662  0.343
H -1.207 1.568 0.297  0.296
H 0.113 1.785 -1.062  0.273
H -0.983 0.253 -1.112  -0.039
H -2.159 -6.203 0.951  0.230
H -3.182 -5.340 -0.409  0.363
H -3.594 -3.856 2.372  0.246
H -4.031 -5.727 2.432  0.307
H -4.800 -4.607 1.119  0.187
C -0.471 4.920 -2.079  0.711
O 0.308 3.984 -1.995  -0.659
N -0.074 6.172 -2.370  -0.180
N -1.796 4.784 -1.887  -0.396
H -0.700 6.956 -2.443  0.113
H 0.915 6.318 -2.521  0.120
H -2.136 3.857 -1.666  0.197
H -2.452 5.543 -1.952  0.160
C 0.158 -8.366 3.477  0.704
O 0.408 -8.897 4.547  -0.672
N -0.332 -7.117 3.381  -0.309
N 0.349 -8.983 2.297  -0.311
H -0.545 -6.663 2.508  0.107
H -0.491 -6.617 4.246  0.189
H 0.717 -9.925 2.324  0.227
H 0.149 -8.563 1.405  0.117
C 2.243 8.868 -3.267  0.747
O 1.328 8.169 -2.863  -0.725
N 2.197 9.518 -4.444  -0.428
N 3.380 9.052 -2.572  -0.393
H 2.940 10.098 -4.794  0.168
H 1.358 9.407 -4.999  0.209
H 3.456 8.580 -1.680  0.204
H 4.145 9.624 -2.889  0.172
C -1.583 -12.090 2.672  0.670
O -0.908 -11.805 1.695  -0.645
N -2.335 -13.204 2.736  -0.408
N -1.637 -11.316 3.770  -0.291
H -2.897 -13.456 3.531  0.159
H -2.322 -13.815 1.929  0.234
H -1.086 -10.467 3.763  0.081
H -2.188 -11.534 4.584  0.161
C 0.116 11.729 -1.154  0.619
O 1.311 11.690 -1.398  -0.634
N -0.449 12.723 -0.444  -0.410
N -0.743 10.782 -1.571  -0.313
H -1.431 12.772 -0.233  0.154
H 0.163 13.456 -0.111  0.232
H -0.359 10.016 -2.109  0.164
H -1.731 10.797 -1.380  0.165
C 4.735 3.629 -1.894  0.529
O 5.831 3.570 -1.359  -0.669
N 3.618 3.972 -1.227  -0.307
N 4.546 3.358 -3.198  -0.336
H 2.707 4.027 -1.650  0.211
H 3.716 4.185 -0.243  0.194
H 5.362 3.095 -3.736  0.220
H 3.652 3.401 -3.656  0.172

## Properties
Relative energy (zero: lowest compared OMol25 entry of this formula, charge and spin): 169.09 kcal/mol
Calculated total energy: -2461.47833 Eh
Net charge: +1
Kohn-Sham gap: 6.469 eV
Highest occupied orbital energy: -10.89 eV
Lowest unoccupied orbital energy: -4.42 eV